No. 1
Computed, not measured: 4 unconnected molecules or ions with the total composition CH10N2O4 at a distorted geometry, with the ωB97M-V functional and the def2-TZVPD basis.

Output
Spin multiplicity: 2
ΔE to the lowest compared entry with this formula, charge and spin in kJ/mol: 587.26
Frontier orbital gap (spin up / spin down) in eV: 6.1223 / 6.9340
Max |F| in Eh/bohr: 0.0622
Total charge: +1

Structure (XYZ):
```
17
Properties=species:S:1:pos:R:3:forces:R:3:mulliken_spin:R:1
N -0.724330 -1.343985 2.028362 0.2 -1.0 -1.1 0.225
C -0.126734 -1.603436 0.681602 -1.0 2.1 1.4 -0.063
N -1.147190 -1.094936 -0.293078 2.5 -0.7 -0.7 -0.829
O 0.256799 -2.811919 0.491813 -0.2 -0.6 0.2 0.677
H -1.656030 -1.747438 1.973663 0.0 -0.1 0.7 -0.014
H -0.158702 -1.791887 2.746878 -0.1 0.1 0.1 -0.010
H -1.230619 -1.830623 -1.004015 -0.8 0.3 -0.3 0.013
H -0.843606 -0.182920 -0.676049 -0.8 0.5 0.0 0.011
H 1.344742 1.271516 -0.806472 0.4 -0.7 -0.7 -0.006
H 1.339653 3.630640 0.037709 0.3 0.0 -0.4 -0.023
O 1.183643 3.000134 -0.704690 2.0 1.4 0.8 0.987
H 2.235144 0.162976 -1.448859 0.2 0.1 -0.1 -0.002
H 0.669212 -0.832369 0.586713 0.3 -0.2 -0.5 -0.013
O 1.324935 0.437135 -1.312736 -0.5 -0.2 0.6 0.021
H -1.767681 2.709310 -0.751861 -0.4 0.8 -0.1 0.002
H -0.124077 2.698286 -0.486794 -3.1 -0.6 -0.7 -0.009
O -1.017857 2.185810 -0.511898 1.0 -1.2 0.7 0.032
```
Forces are in eV/Å.

---

No. 2
Computed, not measured: 3 unconnected molecules or ions with the total composition CH10N3O2 at a distorted geometry, with the ωB97M-V functional and the def2-TZVPD basis.

Output
Spin multiplicity: 1
ΔE to the lowest compared entry with this formula, charge and spin in kJ/mol: 54.36
Frontier orbital gap in eV: 12.1497
Max |F| in Eh/bohr: 0.0214
Total charge: +1

Structure (XYZ):
```
16
Properties=species:S:1:pos:R:3:forces:R:3:nbo_charge:R:1
N -1.944795 -0.241217 -0.821193 -1.0 -0.2 -0.5 -0.783
C -0.904073 -0.064258 -1.646528 -0.2 0.1 0.1 0.678
N 0.222841 0.488535 -1.244734 -0.6 -0.6 -0.2 -0.756
N -1.079578 -0.454568 -2.908125 0.4 0.3 -0.5 -0.761
H -1.958105 -0.251283 0.189983 0.5 0.5 -0.3 0.444
H -2.846272 -0.325078 -1.288672 0.4 -0.3 0.6 0.413
H 0.328138 0.500277 -0.220882 0.8 0.3 -0.2 0.467
H 0.893855 0.709365 -1.970724 0.3 -0.1 0.8 0.424
H -1.982995 -0.686659 -3.241951 -0.7 -0.3 -0.1 0.414
H -0.376166 -0.428847 -3.626812 0.2 0.3 0.3 0.426
H 0.986888 0.549856 2.112046 0.0 -0.3 -0.3 0.525
H 0.071065 -0.666145 2.065786 0.2 0.4 -0.4 0.496
O 0.341223 0.101557 1.528874 -0.2 -0.2 0.6 -0.996
H 2.366969 0.610974 4.250082 -0.4 0.0 -0.2 0.484
H 3.405854 -0.054393 3.449739 -0.3 -0.1 -0.6 0.492
O 2.475146 0.211877 3.373118 0.6 0.2 0.9 -0.966
```
Forces are in eV/Å.

---

No. 3
Computed, not measured: 3 unconnected molecules or ions with the total composition CH10N3O2 at a distorted geometry, with the ωB97M-V functional and the def2-TZVPD basis.

Output
Spin multiplicity: 1
ΔE to the lowest compared entry with this formula, charge and spin in kJ/mol: 112.36
Frontier orbital gap in eV: 11.6172
Max |F| in Eh/bohr: 0.0526
Total charge: +1

Structure (XYZ):
```
16
Properties=species:S:1:pos:R:3:forces:R:3:nbo_charge:R:1
N 1.287766 -0.309924 -0.458242 -1.3 -1.4 -1.8 -0.763
C 0.406317 -0.290346 -1.549512 -0.6 0.4 0.8 0.686
N -0.811686 0.326607 -1.459860 1.7 -1.0 -1.8 -0.764
N 0.687284 -0.868368 -2.724737 0.1 0.1 -0.9 -0.770
H 0.963774 -0.077358 0.498883 0.1 -0.1 -1.4 0.441
H 1.904685 -1.135948 -0.528482 -0.3 0.9 0.4 0.412
H -0.915498 0.754559 -0.601266 -0.7 1.5 2.1 0.431
H -1.422253 0.644590 -2.244420 1.2 -0.7 1.0 0.435
H 1.507453 -1.490031 -2.957839 -1.4 1.4 0.6 0.451
H 0.046954 -0.533631 -3.491588 1.4 -1.1 1.0 0.430
H 0.035633 0.963599 1.967754 -0.6 1.5 -0.9 0.498
H -0.282504 2.470303 1.676042 0.0 0.0 0.1 0.506
O -0.140586 1.629644 1.230917 0.4 -1.7 1.1 -0.993
H -1.996895 -0.464238 3.562238 0.9 -0.4 0.4 0.484
H -0.953670 -1.222985 4.475548 -0.3 0.2 -0.2 0.492
O -1.043054 -0.655267 3.699094 -0.6 0.3 -0.5 -0.975
```
Forces are in eV/Å.

---

No. 4
Computed, not measured: a molecular structure, CH10N6 at a distorted geometry, with the ωB97M-V functional and the def2-TZVPD basis.

Output
Spin multiplicity: 1
ΔE to the lowest compared entry with this formula, charge and spin in kJ/mol: 483.87
Frontier orbital gap (spin up / spin down) in eV: 7.0070 / 7.0018
Max |F| in Eh/bohr: 0.0464

Structure (XYZ):
```
17
Properties=species:S:1:pos:R:3:forces:R:3:nbo_charge:R:1
C 1.853098 1.267359 -0.808549 -0.2 0.0 0.1 -0.416
N 0.114983 -0.797454 1.505758 0.4 -0.3 -0.1 -0.307
N -0.911310 0.478227 1.219936 -0.2 0.2 -1.5 -0.302
N -1.121101 0.792136 -0.019978 0.2 -0.6 0.9 0.042
N 1.101065 0.034162 -0.794206 0.5 -0.7 1.2 -0.889
N -0.345106 -1.986613 1.193669 -0.2 0.3 0.0 -0.566
N -1.847547 -0.212413 -0.674988 0.2 0.3 0.8 -0.673
H -0.409869 1.251679 1.655724 0.0 -0.1 -0.1 0.372
H 0.883523 -0.518505 0.364717 -0.8 1.3 -1.8 0.409
H 0.692443 -0.151436 -1.702536 -0.2 -0.3 0.5 0.350
H -0.696659 -2.554273 1.954905 -0.2 0.0 -0.2 0.351
H -0.747463 -2.107892 0.264165 0.3 -0.3 0.2 0.361
H -2.061392 0.110505 -1.607805 -0.1 0.1 0.1 0.376
H -2.694419 -0.437886 -0.152229 0.3 0.0 -0.1 0.370
H 2.309354 1.427929 0.171744 0.0 0.0 0.0 0.182
H 2.668312 1.268767 -1.549534 -0.1 -0.1 0.1 0.179
H 1.212089 2.135709 -1.020794 0.1 0.1 0.0 0.159
```
Forces are in eV/Å.

---

No. 5
Computed, not measured: 3 unconnected molecules or ions with the total composition CH10NO2 at a distorted geometry, with the ωB97M-V functional and the def2-TZVPD basis.

Output
Spin multiplicity: 2
ΔE to the lowest compared entry with this formula, charge and spin in kJ/mol: 28.21
Frontier orbital gap (spin up / spin down) in eV: 14.2671 / 2.3214
Max |F| in Eh/bohr: 0.0360
Total charge: +2

Structure (XYZ):
```
14
Properties=species:S:1:pos:R:3:forces:R:3:mulliken_spin:R:1
C -0.807365 -0.551257 -0.612721 1.0 0.7 -0.2 0.001
N 0.466059 0.022764 0.008622 0.2 0.9 -0.5 -0.002
H -1.184196 0.234891 -1.266897 -0.2 0.0 0.2 0.002
H -0.533094 -1.364129 -1.274331 -0.2 -0.5 0.5 0.000
H -1.460617 -0.732081 0.227875 -0.3 -0.5 -0.2 0.000
H 1.258909 0.119272 -0.637539 -0.1 -0.8 0.0 0.000
H 0.788601 -0.398637 0.890925 -0.1 -0.2 -0.5 0.001
H 0.280960 1.003766 0.170897 -0.2 0.3 0.7 0.000
H -1.086013 3.597629 -0.068647 0.1 0.0 0.1 -0.019
H -2.543020 3.126952 0.196127 -0.3 -0.2 0.1 -0.017
O -1.610525 2.798105 0.196331 0.0 0.6 -0.2 0.719
H 2.791620 -2.439492 0.360881 -0.3 0.8 0.3 -0.010
H 1.702998 -3.178717 0.984190 -0.6 0.2 0.5 -0.010
O 1.935683 -2.239065 0.824287 1.1 -1.3 -0.7 0.337
```
Forces are in eV/Å.

---

No. 6
Computed, not measured: 4 unconnected molecules or ions with the total composition CH10NO3 at a distorted geometry, with the ωB97M-V functional and the def2-TZVPD basis.

Output
Spin multiplicity: 1
ΔE to the lowest compared entry with this formula, charge and spin in kJ/mol: 49.20
Frontier orbital gap in eV: 9.5874
Max |F| in Eh/bohr: 0.0559
Total charge: +1

Structure (XYZ):
```
15
Properties=species:S:1:pos:R:3:forces:R:3:nbo_charge:R:1
C 1.295520 0.530933 -0.342389 0.7 -0.7 0.6 0.190
N 0.969646 0.057248 0.802129 -2.5 1.5 0.0 -0.611
H 1.219736 1.592237 -0.550203 0.4 0.0 0.1 0.231
H 1.756345 -0.163378 -1.031700 -0.5 0.1 -0.6 0.227
H 0.480590 -0.837454 0.901008 1.1 -0.9 -0.3 0.470
H 0.523700 0.679287 1.506953 0.5 -0.1 -0.1 0.459
H -0.418361 0.293907 -4.315354 0.0 0.1 -0.1 0.479
H 0.001595 1.765645 -4.429316 0.0 0.0 -0.1 0.483
O 0.079869 0.986295 -3.871326 0.1 -0.1 0.3 -0.961
H -0.714056 -0.275108 3.411132 0.0 0.2 0.2 0.495
H -0.100563 0.981452 4.085285 -0.1 -0.1 0.0 0.506
O -0.273163 0.565821 3.233877 0.0 -0.1 -0.3 -0.979
H -2.111953 -1.452250 0.025737 0.0 -0.4 0.0 0.498
H -1.407116 -2.840660 0.250715 -0.2 0.2 -0.1 0.502
O -1.301788 -1.883973 0.323453 0.5 0.3 0.2 -0.987
```
Forces are in eV/Å.